No. 1
The following is a DFT calculation (the ωB97M-V functional and the def2-TZVPD basis) of C13H17AsMnNO10S as an isolated structure.

Atoms and positions in Å:
Mn 1.783 -0.788 -0.095
O -0.220 -1.049 4.033
As -0.335 -0.366 2.393
O -1.892 -0.469 1.904
O 0.903 -1.186 1.630
C 0.136 1.479 2.773
C -0.291 1.953 4.013
C -0.058 3.265 4.390
C 0.606 4.123 3.527
C 1.031 3.666 2.291
C 0.799 2.346 1.914
S 1.428 1.863 0.309
O 1.542 3.087 -0.436
O 0.449 0.880 -0.235
O 2.687 1.137 0.557
H 0.598 -1.563 4.018
H -0.802 1.275 4.684
H -0.397 3.616 5.357
H 0.790 5.152 3.812
H 1.535 4.321 1.595
C 4.965 -2.297 -1.782
C 3.727 -1.701 -1.161
O 3.295 -2.157 -0.062
O 3.124 -0.745 -1.715
H 4.909 -3.384 -1.743
H 5.835 -1.985 -1.201
H 5.077 -1.955 -2.807
O -0.079 -1.542 -3.410
C -0.408 -1.755 -2.145
O 0.411 -1.939 -1.275
C -1.895 -1.723 -1.861
N -2.672 -1.848 -3.111
C -3.774 -0.854 -3.093
C -3.768 -0.279 -1.679
C -2.296 -0.354 -1.291
H -2.121 -2.511 -1.139
H -3.025 -2.786 -3.227
H -0.947 -1.512 -3.877
H -4.719 -1.327 -3.365
H -3.569 -0.072 -3.828
H -4.360 -0.908 -1.009
H -4.166 0.735 -1.632
H -2.106 -0.274 -0.221
H -1.730 0.432 -1.800

Net charge   -1
Orbital gap (alpha / beta)   7.59 / 7.05 eV
ΔE to the lowest compared entry with this formula, charge and spin   9.29 kJ/mol
2S+1   2

=====

No. 2
The following is a DFT calculation (the ωB97M-V functional and the def2-TZVPD basis) of C13H17B2F4N4ReS2 as an isolated structure in a non-equilibrium geometry.

Atoms and positions in Å:
Re -0.208 -0.425 1.111
C 0.130 -0.363 4.299
C -0.203 -1.665 3.849
C 0.585 -1.991 2.731
C 1.450 -0.865 2.464
C 1.132 0.127 3.498
H -0.363 0.158 5.105
H -0.962 -2.293 4.294
H 0.692 -2.977 2.307
H 2.453 -1.004 2.086
H 1.589 1.102 3.575
C 3.054 2.007 0.711
N 2.334 2.177 -0.538
C 2.264 3.331 -1.266
C 1.467 3.068 -2.331
N 1.056 1.763 -2.259
B 0.146 1.221 -3.418
N -0.537 -0.122 -3.053
C -0.608 -1.192 -3.900
C -1.377 -2.146 -3.314
N -1.768 -1.651 -2.100
C -2.590 -2.360 -1.136
C -1.231 -0.421 -1.954
S -1.469 0.610 -0.575
C 1.585 1.234 -1.157
S 1.567 -0.418 -0.571
H 3.567 2.934 0.947
H 3.784 1.204 0.625
H 2.353 1.765 1.507
H 2.776 4.233 -0.983
H 1.156 3.704 -3.141
H 0.837 1.043 -4.378
H -0.707 2.042 -3.601
H -0.121 -1.189 -4.859
H -1.685 -3.113 -3.671
H -3.182 -3.104 -1.661
H -3.262 -1.673 -0.629
H -1.971 -2.859 -0.391
F -3.173 -0.748 3.649
B -2.852 -0.366 2.401
F -2.143 -1.472 1.693
F -3.837 0.100 1.603
F -1.726 0.597 2.434

Net charge   +1
Orbital gap (alpha / beta)   6.39 / 6.78 eV
ΔE to the lowest compared entry with this formula, charge and spin   209.29 kJ/mol
2S+1   2

=====

No. 3
The following is a DFT calculation (the ωB97M-V functional and the def2-TZVPD basis) of C13H17BF4N2Re as an isolated structure in a non-equilibrium geometry.

Atoms and positions in Å:
C -3.150 -0.508 0.568
C -3.180 0.467 -0.666
H -3.167 -1.551 0.237
H -4.118 -0.327 1.058
H -2.488 -0.452 1.483
H -2.293 0.978 -1.142
H -3.558 -0.125 -1.510
H -3.901 1.267 -0.466
C -0.154 -2.704 0.164
C 0.764 -3.751 0.153
C 2.014 -3.555 -0.443
C 2.302 -2.321 -1.013
H -1.176 -2.807 0.538
H 0.489 -4.700 0.603
H 2.760 -4.349 -0.446
H 3.231 -2.134 -1.544
N 0.187 -1.486 -0.293
C 1.380 -1.263 -0.897
C 1.638 0.101 -1.352
N 0.714 1.047 -0.991
C 0.868 2.325 -1.441
C 3.001 1.790 -2.446
C 2.021 2.727 -2.113
H 0.045 3.009 -1.206
H 2.119 3.778 -2.370
C 2.777 0.466 -2.092
H 3.475 -0.318 -2.364
H 3.910 2.088 -2.968
Re -0.926 0.515 0.379
C -1.344 2.376 1.117
H -1.840 3.013 0.364
H -0.374 2.831 1.386
H -1.975 2.397 2.021
F 0.254 0.150 1.901
B -0.046 0.254 3.833
F 0.329 -1.012 4.108
F 0.799 1.282 4.054
F -1.386 0.503 3.795

Net charge   +2
Orbital gap (alpha / beta)   7.50 / 6.76 eV
ΔE to the lowest compared entry with this formula, charge and spin   0.00 kJ/mol
2S+1   4